{"formula": "C32H32F5N4O", "method": "ωB97M-V/def2-TZVPD", "total_charge": 1, "largest_force_ev_per_a": 3.11, "lumo_energy_ev": -4.8662, "orbital_gap_ev": 4.34, "elements": ["C", "N", "C", "C", "N", "C", "C", "C", "C", "C", "C", "C", "H", "H", "H", "H", "H", "H", "H", "H", "H", "H", "H", "H", "C", "N", "C", "O", "C", "C", "C", "C", "F", "C", "F", "C", "F", "C", "F", "C", "F", "N", "C", "C", "C", "C", "C", "C", "C", "C", "C", "C", "C", "C", "H", "H", "H", "H", "H", "H", "H", "H", "H", "H", "H", "H", "H", "H", "H", "H", "H", "H", "H", "H"], "coordinates": [[-3.27413, -1.22202, -2.67869], [-2.56469, -2.11552, -1.76734], [-1.28812, -2.67663, -2.00229], [-0.47227, -2.41683, -3.04030], [-1.05769, -3.59428, -0.95148], [0.07972, -4.50523, -0.85755], [-2.19996, -3.64182, -0.11775], [-3.13698, -2.72444, -0.62578], [-4.37724, -2.57941, -0.01838], [-4.66478, -3.34453, 1.09372], [-3.73833, -4.24954, 1.59695], [-2.50533, -4.41004, 0.99790], [-4.27576, -1.01859, -2.30389], [-2.74044, -0.27680, -2.77061], [-3.35974, -1.67991, -3.66369], [0.45936, -2.93220, -3.15025], [-0.75441, -1.71721, -3.79969], [-0.03897, -5.16751, -0.00170], [0.15095, -5.11382, -1.75861], [1.00413, -3.94234, -0.73355], [-5.09413, -1.88607, -0.41889], [-5.61987, -3.23700, 1.57892], [-3.98391, -4.83183, 2.46860], [-1.78861, -5.11527, 1.37726], [1.50306, 4.98782, 2.17326], [1.26366, 3.58337, 1.88577], [0.69356, 2.74862, 2.82119], [0.39944, 3.03892, 3.95896], [0.52583, 1.38920, 2.15845], [-0.94912, 1.02032, 1.97621], [-1.70224, 0.91527, 3.25547], [-2.41254, 2.00837, 3.73920], [-2.51390, 3.13204, 3.00337], [-3.06973, 1.93008, 4.95876], [-3.73690, 2.99462, 5.43341], [-3.03747, 0.75283, 5.68879], [-3.66789, 0.68104, 6.87238], [-2.35122, -0.34783, 5.20065], [-2.33788, -1.49267, 5.90320], [-1.67589, -0.26394, 3.99070], [-1.00689, -1.33736, 3.52875], [1.24117, 1.47696, 0.84553], [1.47514, 0.42565, 0.00657], [2.15475, 0.55475, -1.18463], [2.43672, -0.45491, -2.08345], [3.14205, -0.26377, -3.30648], [3.34164, -1.34769, -4.18524], [4.01660, -1.18532, -5.37224], [4.51694, 0.05594, -5.72517], [4.33857, 1.13883, -4.88158], [3.66385, 0.98828, -3.69298], [1.72496, 2.89252, 0.65038], [1.06125, 3.54356, -0.55585], [3.25046, 2.95423, 0.63489], [1.03363, 5.25048, 3.12096], [2.57227, 5.18197, 2.23453], [1.07398, 5.60109, 1.38273], [1.02295, 0.63142, 2.78100], [-1.42824, 1.77660, 1.34440], [-1.02123, 0.06619, 1.44301], [1.10808, -0.54129, 0.29480], [2.49147, 1.53539, -1.44492], [2.10440, -1.45184, -1.86170], [2.95163, -2.31413, -3.91544], [4.15629, -2.02620, -6.03401], [5.04670, 0.17898, -6.65593], [4.73336, 2.10327, -5.16144], [3.54004, 1.83977, -3.04814], [-0.01758, 3.54938, -0.41271], [1.39413, 4.57259, -0.67941], [1.26841, 3.01336, -1.47987], [3.63301, 2.56944, 1.57895], [3.68868, 2.36371, -0.16301], [3.60126, 3.97889, 0.52500]]}